Entry 1:
Entry from OMol25: a cluster of 6 separate species, C18H37Cl18IN4O2P3S in total in a non-equilibrium geometry (wB97M-V/def2-TZVPD).

Computed properties:
electronic energy: -11080.7097 Ha
lowest unoccupied orbital energy: -4.595 eV
net charge: +1
largest force on an atom: 2.39 eV/A

Cartesian coordinates (Å):
I -4.65885 2.64189 -0.35877
Cl -0.15164 -1.64200 5.98694
Cl 0.67870 -6.01916 6.76015
Cl 2.81249 -0.60846 5.09807
Cl -2.78196 -2.24025 4.90838
Cl -6.62599 2.53147 -2.54466
Cl -9.31491 3.07740 -3.50751
Cl 0.88510 1.83284 -5.49487
Cl -2.22563 0.38714 6.01564
Cl 0.14091 -4.60313 9.23888
Cl 1.24061 0.05908 -7.75852
Cl 5.07190 -4.66405 2.91477
Cl 2.79531 -5.09267 1.16227
Cl -7.02911 4.26112 -4.84769
Cl 2.37329 -4.47815 3.97147
Cl 1.85304 1.42612 3.29993
Cl 4.65509 1.39547 4.08000
Cl 2.82114 -4.60264 8.11663
Cl -1.19586 -0.09094 -6.19448
S -3.27328 4.68920 -3.45516
P 0.40305 3.01987 -1.50013
P -2.02562 4.62871 -2.00604
P -1.86221 -0.40948 -0.26474
O -0.75454 5.51599 -2.37651
O -2.52335 5.20750 -0.63457
N -3.43144 1.91836 -1.83036
N -1.38147 0.71004 -1.54547
N -1.36674 3.02076 -1.71994
N 0.80505 4.10896 -0.46139
C -1.15499 0.05457 -2.88128
C -3.58079 -1.03046 -0.58591
C 4.81621 -1.00341 0.06197
C -0.96631 -0.05916 2.28488
C 1.12792 -0.74449 -2.07285
C -0.16803 -1.10988 -2.78300
C 3.42501 -5.27911 2.80344
C 3.00361 1.06872 4.59380
C 3.92951 -0.32904 -1.02143
C -2.09836 1.89317 -1.67029
C -1.88605 -1.34042 6.13333
C 4.03651 -1.42293 1.31985
C -7.63864 2.85585 -3.98408
C 1.09557 -4.62405 7.75543
C -1.96010 0.56476 1.31007
C 3.61816 -1.24878 -2.21715
C 0.07500 0.96985 -6.81650
C 2.19471 -1.83232 -2.18268
H 5.59125 -0.29284 0.35032
H 3.02319 0.00964 -0.51790
H -7.58064 1.99890 -4.64231
H -2.20924 -1.68188 7.10798
H 2.77964 1.70920 5.43634
H 0.87787 -0.53710 -1.03255
H 0.04430 0.27481 2.04254
H -1.74990 1.62149 1.13323
H -2.98407 0.48909 1.67509
H -1.75899 5.56844 -0.14431
H 2.10550 -2.53511 -1.35300
H 0.01606 -1.43236 -3.80953
H -0.76414 5.55840 -3.34792
H -4.34918 -0.48025 -0.04659
H -2.09078 -0.33592 -3.29025
H 4.45265 0.56180 -1.36924
H 1.50718 0.16976 -2.54586
H 0.76634 1.75357 -1.05536
H -0.71958 0.81225 -3.53029
H -3.75664 -1.07133 -1.66107
H -0.64119 -1.96082 -2.29025
H 5.33958 -1.84016 -0.39906
H 4.32195 -2.07761 -2.24410
H -3.59926 -2.05613 -0.22130
H -3.77586 1.06061 -2.24645
H 3.71442 -2.45852 1.24288
H 3.44216 -6.33514 3.03730
H 1.39468 4.79412 -0.92680
H -1.16286 0.23283 3.31481
H -0.98199 -1.14708 2.24034
H -0.38742 1.70588 -7.46072
H 3.18642 -0.75637 1.46376
H 0.85749 -3.72871 7.19841
H 0.88279 3.20430 -2.80733
H 4.65928 -1.30138 2.20401
H 2.05901 -2.35445 -3.13162
H 3.69028 -0.67368 -3.14285



Entry 2:
Entry from OMol25: a cluster of 3 separate species, C18H37Cl2N3O6P in total in a non-equilibrium geometry (wB97M-V/def2-TZVPD).

Computed properties:
electronic energy: -2585.0822 Ha
lowest unoccupied orbital energy: -3.890 eV
net charge: +1
largest force on an atom: 4.85 eV/A

Cartesian coordinates (Å):
Cl 1.23336 -2.91489 0.81345
Cl -2.24679 -4.02040 0.42100
P -3.66269 1.83591 -1.02309
O -1.11107 7.81532 5.04859
O 4.43079 -5.76692 -3.56808
O 4.54674 -4.87682 -1.45539
O -1.42064 5.69478 4.21488
O 5.53777 -6.79978 -1.83736
O -0.54573 7.40979 2.96490
N 0.43184 -1.18440 -1.12573
N 0.12089 0.86909 -2.70965
N -1.81871 -0.08724 -1.55474
C 5.92394 -7.86324 -2.71726
C -0.32156 -0.21413 -1.75154
C -1.68522 2.31987 1.17890
C -5.09555 -0.76423 -1.37292
C -1.04141 -3.39790 -0.89333
C 3.85222 -3.73190 -1.94725
C -0.19728 -2.18471 -0.18318
C -0.89883 1.97990 -2.38314
C -2.32196 1.18292 -2.21613
C 7.08262 -7.44051 -3.60361
C -0.54999 6.60963 7.08531
C -1.07134 6.85763 4.08728
C -0.14861 -4.69759 -1.34477
C -4.71146 0.39884 -0.27051
C -1.60825 7.38820 6.32322
C -0.35565 6.47870 1.90092
C -2.94536 2.96871 0.34642
C 4.79334 -5.81571 -2.40331
H -2.53287 6.81020 6.20836
H 7.43645 -8.28151 -4.20617
H -1.27852 5.93287 1.67862
H -3.82393 3.11526 1.14104
H 2.93351 -4.01676 -2.47056
H -0.60829 -5.07656 -2.37460
H -0.06449 7.03840 1.00771
H 6.23996 -8.69879 -2.08352
H -1.76473 1.16842 1.37617
H -5.74743 0.88929 0.05471
H -1.86306 8.29453 6.88292
H -0.81736 -1.55703 0.60371
H 5.06832 -8.21247 -3.30732
H -4.16348 -1.27004 -1.88105
H -1.70969 -3.07876 -1.79899
H -1.92476 0.11152 -0.52416
H -0.29978 5.67447 6.57461
H 3.58026 -3.10641 -1.09245
H 0.37629 7.18849 7.15796
H -0.56442 2.72296 -1.54278
H -0.89813 6.36683 8.09298
H -4.25091 -0.03201 0.73583
H -0.34648 -5.57185 -0.57390
H -1.62699 2.83836 2.24796
H 4.50824 -3.15392 -2.60512
H 7.91229 -7.06165 -2.99826
H -2.69713 4.07503 -0.02711
H -0.66105 2.49983 0.62556
H 1.03494 1.27516 -2.36803
H -0.98452 2.60057 -3.37690
H -5.63956 -1.62980 -0.75674
H 6.79029 -6.63238 -4.28140
H -2.82131 0.96381 -3.26731
H -5.89924 -0.36853 -2.14245
H 0.98626 -4.48136 -1.54380
H 1.47398 -1.17034 -1.34358
H 0.45191 5.78523 2.15420



Entry 3:
Entry from OMol25: a structure of composition C18H37N2NaO6 in a non-equilibrium geometry (wB97M-V/def2-TZVPD).

Computed properties:
electronic energy: -1431.1832 Ha
lowest unoccupied orbital energy: -0.088 eV
net charge: 0
largest force on an atom: 4.11 eV/A

Cartesian coordinates (Å):
Na -0.21984 -0.13537 -0.77598
O 2.98650 1.32259 -2.81295
O -0.74673 2.35157 -0.45473
O 3.62297 0.17050 -1.16910
O 1.89765 1.53913 -0.89472
O 0.67817 -1.42959 -2.60613
O -0.09216 -2.05795 0.92959
N -1.42594 0.57365 -2.71557
N -0.63138 -0.97988 1.80099
C 3.77164 0.32082 -3.38890
C -2.60898 0.27493 2.74719
C -2.13675 -1.03695 1.96443
C 4.61204 -0.06028 -2.14451
C 1.28897 -2.67435 -2.61492
C 0.20309 -1.03009 -3.82251
C 2.79111 1.08786 -1.56193
C -2.86772 -0.91440 0.55456
C 1.64919 -0.09348 2.60987
C -1.75315 1.98295 -2.65068
C 0.24249 -0.59530 2.99504
C -0.43208 0.56313 3.85038
C -1.92265 0.46169 4.10215
C -0.76838 2.81471 -1.78559
C -2.65331 -2.30899 2.66558
C -0.21290 3.20255 0.52418
C 0.45080 -1.80824 3.99910
C -0.38170 0.32837 -3.72713
H 1.80761 -2.77151 -3.56869
H 4.74036 -1.14218 -2.11089
H 0.12328 2.52473 1.30881
H -2.64958 2.00691 -2.03106
H 0.13526 0.59886 4.78040
H 5.62875 0.32317 -2.05863
H -3.74031 -2.34045 2.74004
H -3.69624 0.29361 2.82219
H -0.43754 -2.05237 4.58164
H -0.70182 0.59722 -4.73378
H 0.77153 3.50996 0.17134
H -2.97374 0.14293 0.31181
H -2.24461 1.43676 4.46777
H 1.18494 -1.46868 4.72975
H 0.88552 -2.64457 3.45169
H -0.59202 -1.66165 -4.21878
H -1.02095 3.87259 -1.85765
H 2.23638 0.02281 3.52079
H -2.34284 -1.44783 -0.23794
H 4.45285 0.68811 -4.15646
H 2.07838 -0.89636 2.01047
H 1.70932 0.78979 1.97401
H -0.84975 4.00605 0.89419
H -2.22207 -0.00230 -2.94912
H -1.99900 2.41290 -3.62165
H 0.41276 1.02266 -3.45344
H -3.86859 -1.34596 0.56484
H -2.27658 -3.14383 2.07463
H 0.21988 2.79726 -2.24509
H 0.97691 -1.00799 -4.58984
H 1.96259 -2.82735 -1.77174
H -2.15631 -0.24847 4.89535
H 0.55884 -3.47780 -2.51748
H -2.26861 1.07606 2.09112
H -2.20015 -2.42106 3.65056
H 3.24075 -0.54271 -3.78962
H -0.22615 1.45113 3.25276



> Look up the lowest unoccupied orbital energy of the second one.

-3.890 eV